# 1
Computed, not measured: a 2-piece molecular cluster, C3H5ClFNO2 overall in a non-equilibrium geometry, with the ωB97M-V functional and the def2-TZVPD basis.

```
13
Properties=species:S:1:pos:R:3:forces:R:3:mulliken_charge:R:1
O 0.41097 0.03059 -1.82676 0.10 -0.50 0.40 -0.37
N -0.77837 -0.53111 -1.29588 0.76 -1.56 1.21 -0.31
C -1.37391 -0.01113 -0.28066 -1.04 3.04 -2.21 0.02
C -1.45394 1.57543 -0.03233 1.00 -2.90 0.74 -0.42
Cl -2.14822 2.13620 1.49121 0.33 -0.28 0.51 -0.20
H 0.96368 -0.76400 -2.12228 -1.66 1.43 0.55 0.35
H -2.32587 -0.47859 -0.04381 0.32 -0.58 0.20 0.30
H -0.46602 1.90277 -0.21358 0.88 1.04 0.11 0.32
H -2.14530 1.96340 -0.71239 -0.69 0.30 -1.54 0.31
O 1.10840 -1.84371 1.14662 3.54 1.46 1.11 -0.39
C 2.27597 -1.51170 1.23539 -2.11 -0.64 -0.98 0.30
F 2.86360 -0.65081 2.11695 -1.28 -0.70 -0.29 -0.19
H 3.06900 -1.81734 0.53752 -0.15 -0.12 0.17 0.28
```
Forces are in eV/Å.

## Properties
**LUMO**: 0.49 eV
**Relative energy (zero: lowest compared OMol25 entry of this formula, charge and spin)**: 3.619 eV
**Total energy**: -24013.94122 eV
**M**: 141.529 Da
**SMILES string**: O/N=C\CCl.O=CF
**Orbital gap**: 10.36 eV


# 2
Computed, not measured: C21H47InO6PS as an isolated structure, with the ωB97M-V functional and the def2-TZVPD basis.

```
77
Properties=species:S:1:pos:R:3:forces:R:3:mulliken_charge:R:1
C -2.53488 -2.02688 -1.41280 0.12 -0.66 0.17 -0.14
C -3.22704 -1.31457 -2.08347 0.22 -0.05 0.21 -0.27
C -4.06502 -0.45097 -2.89368 0.19 0.11 0.05 -0.76
C -3.67523 1.04158 -2.88872 -0.30 0.28 -0.25 0.25
C -4.75545 1.87378 -2.19961 0.17 -0.34 0.53 -1.69
In -4.52784 1.79076 0.02204 -0.02 0.31 -0.39 0.56
P -6.00950 -0.21441 0.76744 0.64 0.16 0.69 0.02
S -5.65717 -1.05415 2.55618 -0.06 -0.02 0.04 -0.55
C -2.41542 1.51748 0.55428 -0.07 -0.23 0.14 1.03
C -1.67098 2.84290 0.41001 0.05 -0.12 -0.09 -1.37
C -2.24192 0.87890 1.94348 -0.18 0.07 0.11 -0.52
C -1.84421 -0.58259 1.85769 0.04 0.22 -0.43 -0.77
H -1.99222 -2.76714 -0.85718 -0.13 0.44 -0.08 0.48
H -4.03745 -0.84887 -3.90737 -0.20 -0.01 -0.11 0.32
H -5.07880 -0.53774 -2.50250 -0.16 -0.09 -0.18 0.32
H -2.70749 1.18858 -2.41384 0.18 -0.10 0.07 -0.19
H -3.56114 1.36723 -3.92450 0.11 -0.06 -0.20 0.50
H -4.72853 2.91389 -2.51095 0.03 0.19 -0.06 0.38
H -5.72266 1.46039 -2.47615 -0.29 0.16 -0.15 0.43
H -5.17611 3.26243 0.75146 -0.06 -0.13 0.10 -0.39
H -6.00643 -1.23223 -0.19974 -0.26 -0.03 -0.31 -0.02
H -7.34579 0.21567 0.71155 -0.26 -0.13 -0.28 0.01
H -1.98334 0.81515 -0.15852 0.09 -0.10 -0.17 -0.60
H -1.32470 2.98845 -0.61392 -0.11 0.13 -0.19 0.33
H -0.77420 2.85354 1.03468 0.18 0.05 0.14 0.28
H -2.27284 3.70763 0.68323 -0.03 0.18 0.10 0.34
H -1.46551 1.41107 2.49780 0.14 0.15 0.14 0.23
H -3.15093 0.93597 2.54177 -0.08 0.11 0.15 0.22
H -2.59598 -1.12896 1.29275 -0.15 -0.19 0.12 0.19
H -0.91078 -0.64683 1.29734 0.23 -0.18 0.08 0.17
H -1.72117 -1.02520 2.84184 0.00 -0.18 0.11 0.30
C 1.07760 1.26978 6.94879 0.03 -0.04 0.05 -0.72
O 1.78315 0.27100 6.25162 0.03 0.10 -0.22 -0.31
C 0.94649 -0.65361 5.57416 -0.02 -0.05 0.23 -0.55
C 1.50091 -1.05010 4.22786 0.09 -0.13 -0.02 -0.45
O 1.42660 -0.04740 3.23788 -0.10 -0.02 -0.20 -0.24
C 2.28543 1.07088 3.29544 -0.09 0.14 0.09 -0.34
C 3.73204 0.78410 2.97690 0.22 0.08 -0.02 -0.66
O 4.39546 0.11235 4.03617 -0.22 -0.14 0.02 -0.30
C 5.33549 -0.83826 3.60346 0.05 0.06 0.03 -0.77
H 0.59806 0.87411 7.85251 -0.04 0.00 -0.02 0.32
H 1.79824 2.03260 7.24046 0.01 -0.01 0.04 0.23
H 0.31234 1.73400 6.31738 -0.01 0.00 0.01 0.33
H -0.05478 -0.23385 5.43348 -0.01 0.02 -0.02 0.35
H 0.85775 -1.56181 6.18628 -0.11 -0.01 -0.03 0.37
H 0.85861 -1.84998 3.85153 0.00 -0.01 -0.01 0.38
H 2.51141 -1.45806 4.32305 0.05 0.14 0.08 0.15
H 2.19632 1.60664 4.24399 0.08 -0.10 0.07 0.17
H 1.91642 1.73380 2.50909 -0.01 0.02 0.01 0.34
H 4.23819 1.74334 2.79759 -0.02 -0.03 -0.11 0.40
H 3.78243 0.19203 2.05625 -0.01 -0.03 0.00 0.38
H 4.90219 -1.52148 2.86375 0.01 0.00 -0.01 0.35
H 5.63813 -1.41622 4.47557 0.03 0.02 0.01 0.23
H 6.22478 -0.36470 3.16802 -0.02 -0.02 -0.04 0.32
C 0.84914 1.03159 -2.03186 0.02 -0.02 0.08 -0.63
O 1.41073 -0.19627 -2.44767 0.00 0.14 -0.28 -0.40
C 0.44197 -1.17308 -2.79242 0.20 0.03 0.16 0.13
C 0.88383 -1.98648 -3.98369 0.04 -0.19 0.08 -0.52
O 0.85165 -1.29900 -5.22433 -0.10 -0.09 -0.15 -0.46
C 1.83199 -0.32111 -5.49773 -0.06 0.18 0.06 -0.29
C 3.21380 -0.85999 -5.78106 0.23 0.04 -0.05 -0.57
O 3.86839 -1.31075 -4.60911 -0.22 -0.09 0.08 -0.25
C 4.66756 -2.44946 -4.80212 0.06 0.05 0.00 -0.79
H 0.40543 0.96021 -1.03452 -0.08 0.00 0.02 0.09
H 1.65393 1.76626 -2.00943 0.01 -0.02 0.03 0.41
H 0.07919 1.37447 -2.73367 0.00 -0.01 0.03 0.31
H -0.52504 -0.71317 -3.00700 -0.03 0.05 0.02 -0.09
H 0.31143 -1.85246 -1.94126 -0.16 -0.02 -0.02 0.30
H 0.15827 -2.79532 -4.09881 0.00 0.00 -0.02 0.41
H 1.86054 -2.44399 -3.80379 0.05 0.14 0.02 0.16
H 1.86925 0.44666 -4.72155 0.07 -0.09 0.09 0.09
H 1.49096 0.15629 -6.42017 0.00 0.03 0.01 0.40
H 3.80952 -0.05005 -6.22698 -0.03 -0.05 -0.10 0.38
H 3.13677 -1.67269 -6.51320 -0.01 -0.02 0.01 0.35
H 4.11394 -3.24465 -5.31564 0.01 0.00 -0.01 0.35
H 4.96052 -2.81046 -3.81760 0.03 0.02 0.00 0.23
H 5.57366 -2.22057 -5.37823 -0.03 -0.03 -0.03 0.32
```
Forces are in eV/Å.

## Properties
**LUMO**: 2.36 eV
**Net charge**: -1
**Relative energy (zero: lowest compared OMol25 entry of this formula, charge and spin)**: 0.000 eV
**Total energy**: -60116.93107 eV
**M**: 573.460 Da
**Orbital gap**: 6.42 eV


# 3
Computed, not measured: a 8-piece molecular cluster, C18H50O11S8 overall in a non-equilibrium geometry, with the ωB97M-V functional and the def2-TZVPD basis.

```
87
Properties=species:S:1:pos:R:3:forces:R:3:mulliken_charge:R:1
O 3.72737 -1.06785 0.61258 -1.05 2.29 -2.30 -0.65
S 3.96141 -0.40728 -0.69570 4.25 -4.44 1.18 1.25
O 5.11351 -1.08884 -1.35708 -2.48 1.83 0.08 -0.73
C 4.43877 1.35759 -0.52205 -2.13 1.03 -0.69 -0.85
C 3.41733 2.17217 -1.41278 -0.05 -1.10 0.66 -0.61
C 1.98042 1.71029 -0.93965 1.72 0.52 -0.12 -0.38
C 1.59423 0.29358 -1.44711 -1.79 1.51 0.06 -0.11
O 0.66836 -0.29535 -0.58841 0.38 -0.16 -0.19 -0.52
O 2.70517 -0.56209 -1.74645 1.33 1.04 1.59 -0.13
H 5.47572 1.54122 -0.82731 -0.29 -0.67 0.16 0.44
H 4.21911 1.64717 0.52028 0.42 -0.47 -0.32 0.41
H 3.61235 1.92513 -2.47087 -0.21 0.37 0.32 0.17
H 3.55503 3.25137 -1.23028 0.00 -0.52 -0.22 0.39
H 2.02703 1.71182 0.17100 -0.40 -0.03 -0.52 0.17
H 1.28152 2.48923 -1.27723 -0.18 -0.68 0.16 0.40
H 1.05870 0.43427 -2.40243 0.48 -0.43 0.20 0.37
H 0.96351 -0.19666 0.33325 0.02 0.07 0.09 0.38
C -1.74740 0.60993 2.28750 -0.05 -0.11 -0.14 -0.97
S -0.33423 1.72347 2.31846 -0.21 0.03 0.16 0.52
O 0.90112 0.87445 2.29274 -0.08 -0.06 -0.13 -0.65
C -0.57502 2.28410 4.00929 0.25 0.15 0.05 -0.87
H -1.76735 0.11298 1.31760 0.12 0.05 -0.01 0.37
H -1.64883 -0.13439 3.07792 0.07 0.06 0.03 0.32
H -2.66228 1.18611 2.42338 0.08 0.07 0.10 0.33
H -0.55313 1.43254 4.68957 -0.01 -0.05 -0.08 0.30
H -1.53121 2.80293 4.08686 0.10 -0.16 -0.10 0.29
H 0.23398 2.97002 4.26064 0.08 -0.08 -0.13 0.37
C 4.64478 -1.22339 -6.69786 0.13 0.10 -0.03 -0.92
S 3.11816 -0.63208 -5.94058 -0.10 -0.11 0.17 0.37
O 3.37302 0.74431 -5.40442 -0.27 -0.30 -0.13 -0.62
C 3.16936 -1.74555 -4.53198 0.11 -0.06 -0.07 -0.34
H 4.83962 -0.62564 -7.58751 -0.07 0.02 0.02 0.37
H 5.47332 -1.11725 -5.99815 -0.04 -0.02 0.06 0.24
H 4.52351 -2.26846 -6.98249 -0.09 0.02 0.02 0.37
H 4.09315 -1.59010 -3.97203 -0.04 0.09 0.02 0.24
H 3.10529 -2.77840 -4.87397 -0.06 0.06 -0.11 0.15
H 2.31924 -1.52348 -3.89277 0.00 0.01 -0.07 0.07
C 0.95249 -5.99970 -2.82672 0.03 -0.03 -0.07 -1.01
S 2.13993 -5.27205 -3.96774 -0.13 -0.18 0.05 0.77
O 1.58036 -5.41197 -5.34612 0.12 -0.02 0.19 -0.68
C 3.39881 -6.54633 -3.76522 0.04 -0.08 -0.03 -1.07
H 0.05774 -5.38223 -2.82112 0.08 0.06 0.04 0.23
H 0.69701 -7.00871 -3.15308 0.07 0.02 -0.08 0.35
H 1.37753 -6.02378 -1.82385 -0.04 0.07 0.00 0.40
H 2.98600 -7.52011 -4.03087 -0.06 0.05 -0.02 0.35
H 3.74608 -6.55164 -2.73176 -0.02 0.06 -0.01 0.36
H 4.23184 -6.31183 -4.42611 -0.05 0.06 0.00 0.32
C -2.90487 -6.79949 -2.63447 0.03 -0.07 -0.04 -0.94
S -2.81188 -6.10228 -0.97421 0.14 0.03 0.05 0.48
O -1.36832 -5.90015 -0.65829 -0.29 -0.16 -0.12 -0.56
C -3.34339 -7.59506 -0.11489 0.01 -0.10 0.01 -0.92
H -2.57276 -6.04137 -3.34210 -0.01 0.04 0.07 0.31
H -2.25701 -7.67382 -2.70665 0.02 0.02 0.07 0.28
H -3.93660 -7.07420 -2.85572 0.00 0.04 0.03 0.40
H -2.66690 -8.41797 -0.34803 0.04 0.06 -0.03 0.30
H -4.36112 -7.84490 -0.41647 0.01 0.05 -0.01 0.36
H -3.32064 -7.39781 0.95544 0.03 0.08 -0.04 0.31
C -6.14702 2.18882 4.40746 -0.03 -0.09 0.00 -0.98
S -4.73533 3.30749 4.43878 -0.10 0.05 0.19 0.42
O -3.49924 2.46234 4.41902 -0.44 0.02 0.04 -0.56
C -4.97788 3.86655 6.13071 -0.03 -0.02 -0.01 -0.76
H -6.16782 1.69224 3.43852 0.07 0.06 0.00 0.33
H -6.04666 1.44358 5.19707 0.08 0.04 0.01 0.31
H -7.06479 2.76179 4.54212 0.05 0.06 0.00 0.38
H -4.95189 3.01319 6.80984 0.04 -0.06 -0.09 0.32
H -5.93685 4.38397 6.20782 0.08 0.00 -0.03 0.24
H -4.17204 4.55484 6.38196 0.02 -0.02 -0.11 0.33
C -8.97648 7.41633 8.18623 -0.08 0.01 -0.05 -0.98
S -7.75159 6.10173 8.31822 -0.04 0.00 -0.02 0.51
O -7.62838 5.47514 6.96799 -0.20 0.08 0.20 -0.63
C -8.76168 5.00228 9.32708 -0.08 -0.05 -0.02 -0.93
H -8.56595 8.20217 7.55466 0.07 -0.06 0.01 0.32
H -9.89054 7.02758 7.73666 0.05 -0.06 -0.01 0.31
H -9.18395 7.81912 9.17785 0.05 -0.03 0.01 0.38
H -9.68953 4.76765 8.80464 0.04 0.04 -0.06 0.30
H -8.97620 5.48173 10.28242 0.05 0.02 -0.02 0.37
H -8.19968 4.08599 9.49980 0.06 0.06 -0.04 0.31
C 8.20483 3.35961 -5.03786 0.09 0.05 0.07 -0.94
S 6.40216 3.34281 -5.10669 -0.04 -0.14 0.11 0.45
O 5.90638 3.81546 -3.77934 0.16 -0.14 -0.13 -0.60
C 6.22403 1.55277 -5.13531 -0.12 -0.01 0.16 -0.53
H 8.53559 4.39529 -4.97312 -0.08 0.00 -0.01 0.34
H 8.54708 2.81239 -4.15889 -0.08 -0.01 0.01 0.29
H 8.60624 2.90693 -5.94502 -0.05 0.01 -0.01 0.34
H 6.69364 1.12212 -4.24785 0.05 0.10 0.01 0.36
H 6.68888 1.15446 -6.03895 0.02 0.09 -0.03 0.42
H 5.14931 1.31440 -5.13776 0.42 0.22 -0.02 -0.07
```
Forces are in eV/Å.

## Properties
**LUMO**: 0.39 eV
**Total energy**: -128674.90496 eV
**M**: 699.123 Da
**Orbital gap**: 8.81 eV


# 4
Computed, not measured: an isolated ion of composition C27H30BN2O4S2 and charge -1, with the ωB97M-V functional and the def2-TZVPD basis.

```
66
Properties=species:S:1:pos:R:3:forces:R:3:mulliken_charge:R:1
C -0.41436 5.62877 1.34927 -0.09 -0.03 -0.17 -1.03
B -1.70741 4.71203 1.38746 0.09 0.14 0.12 0.53
O -2.94153 5.28707 1.58509 -0.11 -0.15 -0.53 -0.56
C -1.63217 3.17016 1.23668 -0.07 -0.22 0.14 -0.16
C -0.50923 2.46086 1.67658 -0.08 -0.05 -0.15 -0.36
C -0.45725 1.08624 1.52594 -0.03 -0.04 0.10 1.05
C -1.50906 0.36828 0.93847 -0.25 0.08 0.03 -1.47
C -2.65217 1.05594 0.51209 -0.08 0.10 -0.05 0.34
C -3.89694 0.39624 -0.16466 -0.16 0.30 -0.62 0.39
O -4.18756 -0.75550 0.19244 -0.11 0.18 0.04 -0.67
O -4.43974 1.14368 -1.02780 0.40 -0.55 0.64 -0.78
C -2.67794 2.44205 0.65895 0.13 0.18 0.22 -0.96
N -1.41224 -1.04797 0.74469 0.88 0.43 -0.11 0.84
C -0.75689 -1.44886 -0.52715 -0.44 -0.26 -0.07 -0.52
C -1.05168 -0.52829 -1.70457 0.33 -0.17 -0.32 -1.34
C -0.03448 0.61260 -1.88650 -0.17 -0.02 0.43 -0.28
N 0.86093 0.43327 -3.03376 -0.16 0.03 -0.11 -0.22
C 1.14561 1.63449 -3.81489 0.22 0.22 0.03 -1.14
C 2.57123 2.11674 -3.66908 -0.03 0.00 -0.03 0.35
C 3.62187 1.31712 -4.11125 0.19 0.03 -0.03 -0.35
C 4.94414 1.71275 -3.97273 0.05 0.05 -0.04 -0.59
C 5.23454 2.94021 -3.39420 -0.02 0.05 0.07 -0.37
C 4.20648 3.74958 -2.94278 -0.12 0.05 -0.10 -0.45
C 2.88567 3.34160 -3.08173 0.03 -0.08 0.18 0.44
O 1.89835 4.19696 -2.62893 0.13 0.01 0.13 -0.65
C -0.83991 -1.75088 1.83498 -0.26 -0.26 0.07 -0.79
C -1.38974 -2.97969 2.17855 -0.01 -0.07 0.08 -0.08
C -0.84435 -3.76328 3.19000 0.01 0.07 0.02 0.54
C -1.43369 -5.11782 3.51204 0.25 0.20 -0.11 -1.15
C -1.53172 -6.04010 2.29385 -0.14 -0.26 0.24 -0.52
C -0.19330 -6.23014 1.60033 -0.04 -0.03 -0.22 -0.59
S -0.31978 -7.21280 0.07099 0.08 -0.18 -0.01 -0.24
C 0.25437 -3.27363 3.89321 -0.03 -0.02 -0.13 -0.86
C 0.80591 -2.03920 3.58021 -0.12 -0.13 0.01 -0.89
C 0.27037 -1.28804 2.54199 0.06 0.08 0.01 0.97
S 1.00414 0.24128 2.07158 -0.02 0.02 -0.08 -0.34
H -0.15314 5.96276 2.35790 0.01 -0.04 0.03 0.31
H 0.44097 5.09970 0.93033 0.09 0.07 0.04 0.25
H -0.57217 6.53545 0.75728 -0.01 0.02 -0.01 0.35
H -2.97443 6.20335 1.29715 0.08 0.11 0.34 0.28
H 0.32931 2.97197 2.13779 0.00 0.01 0.03 0.47
H -3.55265 2.96833 0.29940 -0.04 -0.11 -0.04 0.48
H -1.12202 -2.45027 -0.77138 -0.06 -0.01 0.13 0.45
H 0.33052 -1.54232 -0.38722 0.05 0.10 -0.01 0.40
H -2.06483 -0.13885 -1.65561 -0.07 -0.07 0.05 0.21
H -0.99996 -1.14075 -2.60801 -0.02 0.05 -0.02 0.58
H -0.58167 1.55044 -1.99659 0.02 0.03 -0.09 0.43
H 0.54398 0.69555 -0.95888 0.03 0.14 0.00 0.21
H 1.73011 0.02140 -2.72668 0.00 -0.07 -0.02 0.33
H 0.95574 1.46834 -4.88044 -0.03 -0.12 0.00 0.39
H 0.47677 2.43754 -3.50669 -0.10 -0.06 -0.09 0.48
H 3.39997 0.36684 -4.58359 -0.06 -0.01 0.01 0.41
H 5.75115 1.08250 -4.32511 -0.06 -0.05 -0.01 0.38
H 6.25799 3.27207 -3.27558 0.03 -0.05 -0.04 0.35
H 4.40326 4.70661 -2.47762 0.00 0.00 0.01 0.41
H 1.39330 3.75171 -1.93821 -0.12 0.01 -0.09 0.25
H -2.26580 -3.31147 1.63023 0.02 0.10 -0.02 0.58
H -2.42712 -4.98369 3.94603 0.01 -0.11 0.06 0.33
H -0.78813 -5.58779 4.25950 -0.14 -0.05 0.09 0.36
H -1.87552 -7.02164 2.63621 -0.06 0.01 -0.05 0.48
H -2.29601 -5.69502 1.59506 0.16 0.15 -0.07 0.32
H 0.27396 -5.28159 1.34523 0.00 0.03 0.07 0.27
H 0.49574 -6.78137 2.24128 0.02 0.09 0.07 0.32
H -0.32047 -6.19860 -0.79681 -0.07 0.10 -0.02 0.11
H 0.68619 -3.86123 4.69530 -0.01 -0.03 0.01 0.32
H 1.65456 -1.67172 4.14438 0.00 0.08 -0.05 0.39
```
Forces are in eV/Å.

## Properties
**LUMO**: 2.32 eV
**Net charge**: -1
**Relative energy (zero: lowest compared OMol25 entry of this formula, charge and spin)**: 0.000 eV
**Total energy**: -62006.56338 eV
**M**: 521.493 Da
**SMILES string**: CB(O)c1cc2c(c(C(=O)[O-])c1)N(CCCNCc1ccccc1O)c1cc(CCCS)ccc1S2
**Orbital gap**: 7.00 eV